Entry 1:
16
Properties=species:S:1:pos:R:3:forces:R:3:mulliken_charge:R:1 method="wB97M-V/def2-TZVPD" e_tot_ev=-7392.2943 gap_ev=10.58 e_lumo_ev=0.9648 e_homo_ev=-9.6 charge=0
C -1.146 -0.206 1.035 0.4 -0.1 -1.2 -1.23
C -1.730 1.057 0.502 -0.4 -1.5 -1.9 0.10
C -2.105 1.133 -0.767 1.5 0.6 -1.6 -0.75
H -1.055 -0.955 0.227 -0.1 0.4 0.2 0.27
H -0.121 -0.068 1.381 -0.3 0.1 0.5 0.31
H -1.771 -0.648 1.749 -0.6 -0.6 1.5 0.41
H -2.007 1.891 1.041 0.3 1.7 1.9 0.40
H -2.106 2.021 -1.412 -1.1 0.3 1.0 0.26
H -1.969 0.312 -1.435 0.1 -1.0 -0.1 0.28
O 1.505 -2.338 -0.128 -0.1 0.9 0.0 -0.49
C 2.263 -1.380 -0.097 -3.1 -1.1 0.0 -0.06
C 1.859 0.002 -0.409 -1.3 0.3 -0.8 -0.49
H 3.228 -1.632 0.074 3.7 -0.2 0.7 0.52
H 2.045 -0.027 -1.503 0.3 0.8 0.3 0.27
H 2.383 0.857 0.113 -0.6 -1.1 -0.7 0.29
H 0.727 -0.020 -0.370 1.5 0.7 0.1 -0.07

Entry 2:
27
Properties=species:S:1:pos:R:3:forces:R:3:mulliken_charge:R:1 method="wB97M-V/def2-TZVPD" e_tot_ev=-92945.6837 gap_ev="6.40 / 4.92" e_lumo_ev="-2.1905 / -3.7565" e_homo_ev="-8.6 / -8.7" charge=0
C -1.348 -1.056 -1.740 -0.8 -0.5 0.4 -0.35
C -1.811 -2.175 -1.010 0.7 0.7 -1.1 -0.90
C -2.488 -1.685 0.191 0.2 1.2 0.0 -0.16
H -1.800 -3.208 -1.360 0.2 0.3 0.4 0.44
C -2.523 -0.221 0.063 0.3 -0.3 -0.7 -0.87
C -1.780 0.128 -1.074 -0.7 0.0 0.2 -0.14
H -1.617 1.149 -1.446 0.0 -0.6 0.3 0.39
H -0.877 -1.063 -2.724 0.1 -0.2 0.5 0.48
H -3.181 -2.264 0.789 0.1 0.0 0.0 0.57
H -3.088 0.458 0.700 0.4 -0.3 0.0 0.42
Sn -0.426 -1.555 1.208 -1.1 0.2 0.4 0.86
Br -0.243 -3.729 2.456 0.1 0.1 0.0 -0.38
C 2.713 1.949 -0.240 0.8 -2.5 -0.7 -0.50
C 1.573 2.497 -0.950 0.2 -0.6 -2.6 -0.29
C 1.381 1.708 -2.135 -0.3 0.0 1.2 -0.51
H 1.075 3.445 -0.752 0.1 -0.4 0.1 0.40
C 2.278 0.592 -2.069 -1.1 1.0 0.0 -0.31
C 3.103 0.750 -0.898 -0.2 2.1 1.8 -0.47
H 3.869 0.073 -0.527 -0.1 0.2 -0.3 0.41
H 3.169 2.376 0.648 -0.1 -0.2 -0.2 0.41
H 0.574 1.856 -2.871 0.7 -0.1 0.5 0.45
H 2.269 -0.265 -2.744 0.1 0.4 0.2 0.42
N -1.018 -0.219 2.765 0.9 -0.7 0.1 -0.45
C -0.745 0.220 3.845 -0.7 1.0 0.6 0.58
N -0.789 0.905 4.886 0.2 -0.6 -1.2 -0.46
C -0.253 1.057 6.065 0.6 0.5 2.5 0.44
N 0.090 1.320 7.161 -0.5 -0.7 -2.3 -0.46

Entry 3:
10
Properties=species:S:1:pos:R:3:forces:R:3:mulliken_charge:R:1 method="wB97M-V/def2-TZVPD" e_tot_ev=-7629.0571 gap_ev="7.71 / 6.73" spin_multiplicity=3 e_lumo_ev="1.0629 / -3.3407" e_homo_ev="-6.6 / -10.1" charge=0
C -0.328 -0.769 0.066 -1.9 -4.1 -0.6 -0.45
N 0.695 1.245 -0.065 2.2 3.5 0.0 -0.80
N -1.507 0.073 -0.046 2.2 1.7 0.0 -0.57
N 0.902 -0.023 0.001 -5.6 -1.2 -0.1 0.87
O 1.967 -0.625 0.047 4.5 -1.5 0.2 -0.45
H -0.360 -1.383 1.052 0.1 1.0 -1.5 0.29
H -0.350 -1.540 -0.836 0.2 1.3 1.8 0.28
H 1.645 1.615 0.011 -0.1 1.0 -0.1 0.18
H -1.344 0.620 -0.958 -0.7 -0.8 1.8 0.33
H -1.320 0.787 0.726 -0.9 -0.8 -1.4 0.33

Entry 4:
76
Properties=species:S:1:pos:R:3:forces:R:3:mulliken_charge:R:1 method="wB97M-V/def2-TZVPD" e_tot_ev=-49963.1279 gap_ev="5.84 / 5.81" e_lumo_ev="-4.2076 / -4.2432" e_homo_ev="-10.1 / -10.1" charge=+1
C 1.606 -2.150 0.163 -1.9 -1.1 0.3 0.40
C 2.083 -1.413 -0.960 -1.3 0.4 -2.5 0.95
C 1.133 -1.550 -2.014 1.9 0.6 1.6 0.76
C 0.073 -2.381 -1.546 0.2 -0.4 1.0 0.53
C 0.360 -2.748 -0.200 0.7 1.1 0.3 0.54
Sn -0.326 0.176 0.753 -0.1 -0.4 -0.3 0.84
C -3.494 1.620 -1.631 6.4 1.4 1.7 0.32
C -2.961 1.442 -0.333 -2.0 0.2 -1.4 -0.29
H -2.751 2.278 0.340 -0.8 0.3 -0.3 0.29
C -2.643 0.183 0.318 1.4 -0.9 0.2 -0.74
H -2.715 -0.722 -0.292 -0.3 0.1 -0.1 0.37
H -3.089 -0.008 1.308 0.1 0.4 -0.5 0.35
C -3.386 3.088 -2.120 -1.6 0.9 -0.2 -1.40
H -2.837 3.868 -1.549 -0.2 -0.9 0.5 0.36
H -2.999 3.258 -3.140 -0.2 -0.7 0.2 0.37
H -4.417 3.470 -2.146 0.2 0.2 -0.2 0.39
C -2.792 0.670 -2.640 -1.5 -1.8 -0.8 -0.92
H -1.848 0.133 -2.381 -0.5 0.6 0.7 0.04
H -3.514 -0.137 -2.860 0.4 0.0 -0.3 0.37
H -2.526 1.096 -3.620 -0.6 0.4 0.4 0.46
C 3.346 -0.649 -0.997 0.5 0.2 -0.1 -1.78
H 3.428 0.034 -0.139 0.0 -0.1 -0.1 0.30
H 4.212 -1.329 -0.967 -0.1 0.2 0.0 0.42
H 3.422 -0.051 -1.910 0.0 -0.1 0.2 0.41
C 1.270 -0.966 -3.364 0.1 0.2 -0.6 -1.22
H 1.633 0.067 -3.311 -0.1 -0.2 -0.1 -0.08
H 1.986 -1.543 -3.972 -0.2 0.2 0.1 0.37
H 0.309 -0.959 -3.893 0.2 0.1 0.0 0.28
C -1.102 -2.850 -2.312 -0.2 -0.1 -0.4 -1.67
H -1.093 -2.459 -3.336 -0.1 -0.1 0.2 0.35
H -1.109 -3.950 -2.372 0.0 0.3 0.0 0.43
H -2.049 -2.547 -1.836 0.2 -0.1 -0.1 0.30
C -0.449 -3.630 0.670 -0.2 -0.6 0.4 -1.11
H -1.348 -3.983 0.150 0.2 0.1 0.2 0.42
H 0.135 -4.517 0.966 -0.3 0.1 0.0 0.35
H -0.768 -3.129 1.597 0.0 -0.2 -0.2 -0.20
C 2.286 -2.308 1.468 0.3 0.0 0.3 -1.21
H 1.603 -2.146 2.316 0.1 -0.1 -0.2 0.11
H 2.686 -3.329 1.569 -0.1 0.2 0.0 0.36
H 3.126 -1.611 1.569 -0.2 -0.2 0.0 0.36
C 1.327 2.233 -1.115 -4.5 2.4 -1.5 -0.26
C 0.172 2.592 -1.956 0.2 -1.3 -1.2 0.37
C 2.521 2.682 -1.552 2.6 -0.1 -0.7 -0.47
C 0.390 2.646 -3.360 -1.0 -0.1 1.7 -0.34
H -0.941 2.727 -2.012 0.9 -0.7 2.5 0.19
C 2.770 2.764 -2.947 -3.0 -0.2 -0.6 -0.59
H 3.327 2.942 -0.841 -0.3 -0.6 -0.5 0.44
C 1.655 2.662 -3.842 1.8 -0.1 0.5 -0.57
H -0.532 2.645 -3.980 1.0 0.2 0.2 0.28
H 3.691 2.928 -3.427 1.3 0.3 0.2 0.44
H 1.710 2.605 -4.910 0.8 0.2 -0.4 0.42
C 0.360 4.064 3.670 0.2 0.5 0.3 -1.39
C 0.975 2.923 2.913 0.1 -0.4 -0.4 -0.16
O 0.061 1.797 2.710 -0.8 0.1 0.2 -0.20
P -1.444 1.667 3.491 1.1 -0.8 0.6 -0.01
O -1.103 1.777 5.057 0.0 -0.7 -0.1 -0.28
C -0.362 0.867 5.975 -0.7 0.8 -0.2 -0.27
C 0.976 0.435 5.464 0.4 -0.4 -0.1 -0.63
O -1.334 -0.007 3.189 -0.2 0.4 0.1 -0.22
C -2.322 -0.929 3.758 0.0 0.5 -0.3 -0.41
C -1.596 -2.122 4.314 0.0 -0.3 0.3 -0.93
H -0.557 4.430 3.198 0.1 0.0 0.1 0.37
H 1.085 4.883 3.670 -0.1 0.0 0.0 0.43
H 0.162 3.802 4.714 0.0 0.1 -0.3 0.32
H 1.311 3.237 1.916 -0.2 -0.1 0.2 0.23
H 1.845 2.521 3.445 -0.2 0.0 -0.1 0.27
H -0.261 1.471 6.881 -0.1 -0.2 -0.2 0.35
H -1.025 0.023 6.195 0.1 0.2 -0.1 0.25
H 1.599 1.293 5.188 -0.1 -0.2 0.0 0.20
H 1.491 -0.095 6.273 0.0 0.1 -0.1 0.45
H 0.893 -0.263 4.623 0.0 0.3 0.1 -0.03
H -2.891 -0.405 4.542 0.2 -0.1 -0.2 0.47
H -3.027 -1.221 2.966 0.2 0.1 0.2 0.35
H -0.936 -1.835 5.139 -0.1 -0.1 -0.2 0.26
H -2.338 -2.825 4.706 0.1 0.0 0.0 0.43
H -1.007 -2.646 3.554 -0.1 0.2 0.1 0.06

Entry 5:
101
Properties=species:S:1:pos:R:3:forces:R:3:mulliken_charge:R:1 method="wB97M-V/def2-TZVPD" e_tot_ev=-98206.6634 gap_ev=9.76 e_lumo_ev=0.4363 e_homo_ev=-9.3 charge=0
C -4.977 -0.909 3.678 0.0 -0.5 0.1 0.83
Cl -5.168 -2.609 3.205 -0.1 0.0 -0.1 -0.15
Cl -3.496 -0.770 4.640 -0.1 0.3 -0.2 -0.12
Cl -6.376 -0.359 4.605 0.1 0.0 -0.2 -0.14
H -4.914 -0.355 2.746 0.1 0.3 0.2 -0.40
C 3.231 -3.252 0.813 -0.9 0.3 0.6 -0.62
O 3.798 -4.482 0.373 -0.3 -0.2 0.2 -0.36
C 4.005 -4.634 -0.926 0.8 0.3 -0.8 0.84
O 3.936 -3.809 -1.806 -0.4 -0.1 0.6 -0.58
O 4.413 -5.894 -1.110 -0.2 -0.8 0.9 -0.35
C 4.806 -6.301 -2.390 0.3 0.3 -1.7 -0.72
H 2.580 -2.826 0.051 0.5 0.3 -0.2 0.26
H 3.991 -2.594 1.225 0.2 0.2 -0.5 0.38
H 2.559 -3.420 1.657 0.2 -0.6 0.0 0.26
H 5.864 -6.121 -2.588 0.0 0.2 0.3 0.30
H 4.252 -5.765 -3.163 0.0 0.1 0.1 0.32
H 4.656 -7.361 -2.586 -0.3 -0.1 0.8 0.27
C 1.188 3.019 -2.016 1.0 -0.7 0.2 -0.17
O 1.496 4.222 -2.699 -0.1 1.0 0.1 -0.34
C 0.741 4.618 -3.725 0.1 -1.1 0.4 0.75
O -0.159 3.976 -4.192 -0.4 0.2 -0.3 -0.54
O 1.196 5.785 -4.142 0.4 0.4 0.1 -0.34
C 0.462 6.406 -5.177 -0.5 0.5 -0.7 -0.65
H 2.038 2.369 -2.252 -0.4 -0.3 0.0 0.10
H 0.244 2.539 -2.259 0.0 0.3 -0.2 0.15
H 1.257 3.207 -0.944 -0.2 0.2 -0.1 0.23
H 0.835 7.420 -5.300 0.2 0.0 0.3 0.23
H -0.597 6.469 -4.931 0.0 -0.2 0.0 0.31
H 0.580 5.912 -6.141 0.0 -0.3 0.1 0.29
C -2.347 3.243 3.102 -0.5 1.0 0.6 -0.56
O -1.059 2.648 3.227 -0.4 -0.6 -0.7 -0.05
C -0.065 3.270 3.831 0.6 0.3 -0.1 0.67
O 0.992 2.725 4.009 0.0 -0.1 0.2 -0.55
O -0.329 4.547 4.151 -0.2 -0.7 0.1 -0.34
C 0.631 5.195 4.992 -0.5 1.2 0.0 -0.68
H -2.334 4.154 2.501 0.3 0.0 0.1 0.30
H -2.687 3.476 4.114 -0.2 0.1 -0.2 0.34
H -3.073 2.589 2.625 0.5 -0.6 0.0 0.08
H 0.111 5.494 5.904 0.1 -0.4 0.1 0.25
H 0.858 6.136 4.489 0.4 -0.2 0.0 0.24
H 1.523 4.616 5.192 -0.1 -0.2 -0.1 0.33
C 3.274 0.297 4.279 0.0 0.6 -1.6 -0.89
C 2.091 -0.569 3.916 0.2 -0.3 0.5 0.85
O 2.031 -1.246 2.917 -0.1 0.1 -0.5 -0.45
C 1.024 -0.661 4.989 0.0 -0.7 0.2 -1.17
H 3.863 0.621 3.413 -0.2 -0.5 -0.3 0.07
H 3.970 -0.307 4.860 -0.2 0.4 0.7 0.37
H 2.890 1.256 4.630 0.3 -0.3 1.0 0.32
H 1.404 -0.251 5.923 -0.4 0.5 -0.1 0.35
H 0.779 -1.703 5.212 0.2 -0.1 -0.3 0.44
H 0.076 -0.245 4.650 0.2 0.5 0.1 0.16
C 0.402 -5.932 -1.453 0.3 0.9 -0.1 -1.19
C -0.441 -4.697 -1.256 -1.0 -1.0 -0.2 0.83
O -0.064 -3.585 -1.520 0.5 0.3 -0.1 -0.54
C -1.854 -4.883 -0.738 -0.4 0.2 -0.2 -0.92
H 0.680 -6.234 -0.441 0.2 -0.4 -0.2 0.33
H 1.276 -5.628 -2.029 0.2 -0.2 0.2 0.16
H -0.122 -6.713 -1.996 -0.2 -0.1 0.3 0.44
H -1.943 -5.400 0.219 0.4 0.3 0.2 0.36
H -2.509 -5.483 -1.377 0.4 0.0 -0.4 0.34
H -2.264 -3.873 -0.729 -0.3 -0.1 0.4 0.08
C -2.440 -1.638 -2.942 0.1 0.2 -0.2 -0.19
C -2.576 -0.483 -3.901 0.7 0.6 -0.5 0.37
O -3.559 -0.367 -4.601 -0.2 -0.2 0.2 -0.60
C -1.485 0.579 -3.977 -0.2 -0.5 0.5 -0.57
H -2.970 -1.302 -2.045 -0.1 -0.4 0.1 -0.08
H -1.422 -1.892 -2.656 0.1 0.2 -0.1 0.11
H -2.910 -2.494 -3.422 -0.2 -0.1 0.4 0.43
H -1.257 0.941 -2.969 -0.3 0.2 0.0 -0.32
H -1.860 1.359 -4.630 0.3 0.2 0.0 0.42
H -0.528 0.170 -4.310 -0.2 -0.1 -0.3 0.43
C 3.487 0.567 -0.096 -0.1 0.8 -0.2 -0.20
C 4.674 1.438 0.293 1.7 -1.0 -0.1 0.74
O 5.043 1.614 1.429 -0.7 0.3 0.3 -0.56
C 5.632 1.826 -0.836 -0.8 0.4 -1.3 -1.25
H 3.285 0.717 -1.156 -0.1 -0.2 0.0 0.22
H 2.584 0.790 0.470 0.2 0.0 0.2 0.05
H 3.745 -0.480 0.062 0.1 0.0 0.0 0.01
H 6.672 1.526 -0.739 -0.1 -0.3 0.6 0.33
H 5.672 2.902 -1.027 -0.2 0.1 0.4 0.31
H 5.246 1.419 -1.777 0.2 -0.1 0.0 0.34
C -1.924 -0.243 1.376 0.6 -0.1 0.1 -0.31
C -1.122 0.203 0.172 -1.0 1.2 0.0 0.91
O -1.535 1.129 -0.503 0.4 0.0 -0.2 -0.66
C 0.077 -0.591 -0.185 0.1 -0.9 0.5 0.52
H -2.834 0.325 1.547 -0.1 0.0 -0.6 -0.42
H -1.337 -0.086 2.285 0.2 -0.5 -0.1 -0.02
H -2.123 -1.302 1.189 -0.1 -0.1 0.6 0.42
H 0.567 -0.962 0.720 0.2 0.2 0.0 0.03
H 0.789 -0.122 -0.858 -0.2 0.2 0.0 -0.03
H -0.314 -1.499 -0.655 0.1 0.0 -0.2 -0.40
C -5.304 2.150 -1.505 0.6 -0.8 0.3 -1.14
C -5.339 0.924 -0.611 -0.9 0.1 -0.4 0.92
O -5.197 1.001 0.585 0.3 -0.2 0.3 -0.57
C -5.687 -0.382 -1.320 1.5 -0.7 0.3 -1.08
H -6.286 2.201 -1.976 0.0 0.4 -0.1 0.39
H -4.549 1.983 -2.277 -0.2 0.0 -0.2 0.23
H -5.000 3.022 -0.935 -0.4 0.1 0.0 0.32
H -5.110 -0.444 -2.247 -0.6 0.3 -0.4 0.21
H -6.743 -0.600 -1.453 -0.1 0.5 -0.2 0.42
H -5.282 -1.240 -0.770 -0.2 0.3 0.5 0.26

What did the second record say?
27
Properties=species:S:1:pos:R:3:forces:R:3:mulliken_charge:R:1 method="wB97M-V/def2-TZVPD" e_tot_ev=-92945.6837 gap_ev="6.40 / 4.92" e_lumo_ev="-2.1905 / -3.7565" e_homo_ev="-8.6 / -8.7" charge=0
C -1.348 -1.056 -1.740 -0.8 -0.5 0.4 -0.35
C -1.811 -2.175 -1.010 0.7 0.7 -1.1 -0.90
C -2.488 -1.685 0.191 0.2 1.2 0.0 -0.16
H -1.800 -3.208 -1.360 0.2 0.3 0.4 0.44
C -2.523 -0.221 0.063 0.3 -0.3 -0.7 -0.87
C -1.780 0.128 -1.074 -0.7 0.0 0.2 -0.14
H -1.617 1.149 -1.446 0.0 -0.6 0.3 0.39
H -0.877 -1.063 -2.724 0.1 -0.2 0.5 0.48
H -3.181 -2.264 0.789 0.1 0.0 0.0 0.57
H -3.088 0.458 0.700 0.4 -0.3 0.0 0.42
Sn -0.426 -1.555 1.208 -1.1 0.2 0.4 0.86
Br -0.243 -3.729 2.456 0.1 0.1 0.0 -0.38
C 2.713 1.949 -0.240 0.8 -2.5 -0.7 -0.50
C 1.573 2.497 -0.950 0.2 -0.6 -2.6 -0.29
C 1.381 1.708 -2.135 -0.3 0.0 1.2 -0.51
H 1.075 3.445 -0.752 0.1 -0.4 0.1 0.40
C 2.278 0.592 -2.069 -1.1 1.0 0.0 -0.31
C 3.103 0.750 -0.898 -0.2 2.1 1.8 -0.47
H 3.869 0.073 -0.527 -0.1 0.2 -0.3 0.41
H 3.169 2.376 0.648 -0.1 -0.2 -0.2 0.41
H 0.574 1.856 -2.871 0.7 -0.1 0.5 0.45
H 2.269 -0.265 -2.744 0.1 0.4 0.2 0.42
N -1.018 -0.219 2.765 0.9 -0.7 0.1 -0.45
C -0.745 0.220 3.845 -0.7 1.0 0.6 0.58
N -0.789 0.905 4.886 0.2 -0.6 -1.2 -0.46
C -0.253 1.057 6.065 0.6 0.5 2.5 0.44
N 0.090 1.320 7.161 -0.5 -0.7 -2.3 -0.46

Please write out number 2 again, unchanged.
27
Properties=species:S:1:pos:R:3:forces:R:3:mulliken_charge:R:1 method="wB97M-V/def2-TZVPD" e_tot_ev=-92945.6837 gap_ev="6.40 / 4.92" e_lumo_ev="-2.1905 / -3.7565" e_homo_ev="-8.6 / -8.7" charge=0
C -1.348 -1.056 -1.740 -0.8 -0.5 0.4 -0.35
C -1.811 -2.175 -1.010 0.7 0.7 -1.1 -0.90
C -2.488 -1.685 0.191 0.2 1.2 0.0 -0.16
H -1.800 -3.208 -1.360 0.2 0.3 0.4 0.44
C -2.523 -0.221 0.063 0.3 -0.3 -0.7 -0.87
C -1.780 0.128 -1.074 -0.7 0.0 0.2 -0.14
H -1.617 1.149 -1.446 0.0 -0.6 0.3 0.39
H -0.877 -1.063 -2.724 0.1 -0.2 0.5 0.48
H -3.181 -2.264 0.789 0.1 0.0 0.0 0.57
H -3.088 0.458 0.700 0.4 -0.3 0.0 0.42
Sn -0.426 -1.555 1.208 -1.1 0.2 0.4 0.86
Br -0.243 -3.729 2.456 0.1 0.1 0.0 -0.38
C 2.713 1.949 -0.240 0.8 -2.5 -0.7 -0.50
C 1.573 2.497 -0.950 0.2 -0.6 -2.6 -0.29
C 1.381 1.708 -2.135 -0.3 0.0 1.2 -0.51
H 1.075 3.445 -0.752 0.1 -0.4 0.1 0.40
C 2.278 0.592 -2.069 -1.1 1.0 0.0 -0.31
C 3.103 0.750 -0.898 -0.2 2.1 1.8 -0.47
H 3.869 0.073 -0.527 -0.1 0.2 -0.3 0.41
H 3.169 2.376 0.648 -0.1 -0.2 -0.2 0.41
H 0.574 1.856 -2.871 0.7 -0.1 0.5 0.45
H 2.269 -0.265 -2.744 0.1 0.4 0.2 0.42
N -1.018 -0.219 2.765 0.9 -0.7 0.1 -0.45
C -0.745 0.220 3.845 -0.7 1.0 0.6 0.58
N -0.789 0.905 4.886 0.2 -0.6 -1.2 -0.46
C -0.253 1.057 6.065 0.6 0.5 2.5 0.44
N 0.090 1.320 7.161 -0.5 -0.7 -2.3 -0.46

Q: Among the records above, which one has the highest charge?
A: C27H44O3PSn

Q: Among the records above, which one has the highest charge?
A: C27H44O3PSn